Entry A
# C5H8OS

A single C5H8OS molecule (ωB97M-V/def2-TZVPD, the OMol25 dataset).

ORCA input file:
```
! RIJCOSX wB97M-V def2-TZVPD def2/J DEFGRID3
* xyz 0 1
S 1.880 0.300 -0.542
O -1.379 -1.115 0.521
C -1.030 -1.012 -0.882
C -0.942 0.187 0.031
C -2.027 1.258 -0.021
C 0.445 0.582 0.515
C 1.287 -0.549 0.935
H -2.078 1.596 1.014
H -1.852 -1.176 -1.534
H 1.898 -0.416 1.833
H -1.649 2.107 -0.625
H 0.490 1.486 1.114
H 0.887 -1.531 0.795
H -2.978 0.931 -0.420
H -0.168 -1.684 -1.134
*
```

Values from the calculation:
LUMO energy = 0.909 eV

---

Entry B
# C5H8OS

A single C5H8OS molecule (ωB97M-V/def2-TZVPD, the OMol25 dataset).

ORCA input file:
```
! RIJCOSX wB97M-V def2-TZVPD def2/J DEFGRID3
* xyz 0 1
S -0.184 1.714 -0.239
O -0.120 -1.039 -0.287
C -1.073 0.009 -0.537
C 1.100 -0.398 -0.510
C 2.399 -0.092 0.148
C -2.266 -0.195 0.384
C 1.153 0.763 0.436
H 0.856 0.410 1.414
H -3.013 0.578 0.199
H -1.337 -0.007 -1.593
H 2.770 -0.560 1.063
H 1.189 -0.065 -1.555
H 3.164 0.195 -0.563
H -2.687 -1.191 0.201
H -1.951 -0.125 1.438
*
```

Values from the calculation:
LUMO energy = 0.953 eV

---

Entry C
# C5H8OS

A single C5H8OS molecule (ωB97M-V/def2-TZVPD, the OMol25 dataset).

ORCA input file:
```
! RIJCOSX wB97M-V def2-TZVPD def2/J DEFGRID3
* xyz 0 1
S -1.691 -1.391 0.826
O -0.999 -0.546 -1.823
C 0.392 0.349 1.391
C 0.629 1.020 -0.897
C 0.222 -0.390 -1.012
C 0.026 -0.794 0.467
C 0.707 1.448 0.376
H 0.891 1.620 -1.695
H 0.998 2.431 0.708
H -0.433 0.600 2.051
H 1.197 0.153 2.119
H 0.949 -1.064 -1.508
H -1.965 -1.896 -0.339
H 0.662 -1.643 0.756
H -1.584 0.103 -1.421
*
```

Values from the calculation:
LUMO energy = 0.910 eV

---

Quick one: most stable of them? entry C

---

Entry A
# C9H18N2O3

A single C9H18N2O3 molecule (ωB97M-V/def2-TZVPD, the OMol25 dataset).

ORCA input file:
```
! RIJCOSX wB97M-V def2-TZVPD def2/J DEFGRID3
* xyz 0 1
O 0.655 2.719 2.077
O -1.293 0.721 -2.075
O 1.433 2.599 0.028
N 1.549 -1.618 -2.622
N 0.360 0.215 -0.570
C 0.184 -1.068 -2.744
C 0.586 2.185 0.966
C -0.305 0.094 -1.814
C 0.459 -0.808 2.243
C -0.750 -2.345 -2.727
C -1.918 -0.843 1.441
C -0.240 0.882 0.533
C -0.666 -0.003 1.647
C -0.020 -1.412 3.627
H -1.679 -1.775 0.880
H 0.748 -1.620 1.498
H -1.237 1.447 0.295
H -0.469 -2.881 -3.683
H -1.852 -2.068 -2.815
H 1.567 -2.494 -3.243
H -0.289 -0.695 4.456
H 1.301 -0.095 2.518
H 1.410 1.978 -0.796
H -0.900 0.840 2.346
H -2.633 -0.252 0.829
H -2.459 -1.333 2.251
H 0.893 -0.619 -0.324
H -0.612 -3.129 -1.904
H 0.891 -1.928 4.167
H -0.792 -2.192 3.367
H 0.095 -0.702 -3.819
H 2.307 -1.059 -2.955
*
```

Values from the calculation:
LUMO energy = 0.495 eV

---

Entry B
# C9H18N2O3

A single C9H18N2O3 molecule (ωB97M-V/def2-TZVPD, the OMol25 dataset).

ORCA input file:
```
! RIJCOSX wB97M-V def2-TZVPD def2/J DEFGRID3
* xyz 0 1
O -2.585 -0.380 1.360
O 0.526 3.573 -1.107
O 0.268 1.328 -1.458
N 0.175 -1.436 1.919
N -1.614 1.455 0.562
C -1.217 -1.199 -1.722
C -0.455 -1.768 -0.496
C 1.995 -1.588 -0.998
C -0.444 2.346 0.569
C -0.206 -0.727 0.638
C 0.761 -2.483 -0.998
C 0.579 2.082 1.700
C 0.114 2.264 -0.814
C -1.555 0.110 0.962
H -0.791 -1.638 2.368
H 1.289 1.246 1.535
H 0.131 1.924 2.751
H 0.574 -0.761 2.582
H -1.986 -0.578 -1.389
H -0.673 -0.510 -2.418
H -1.060 -2.464 0.061
H 1.246 2.954 1.809
H 0.564 -0.064 0.337
H 0.742 3.658 -1.991
H 1.004 -3.285 -0.335
H -1.634 -2.033 -2.298
H 2.393 -1.600 0.051
H -0.887 3.420 0.723
H 2.781 -2.101 -1.633
H 1.652 -0.686 -1.408
H -2.311 1.778 1.137
H 0.623 -2.837 -2.000
*
```

Values from the calculation:
LUMO energy = 0.512 eV

---

Quick one: most stable of them? entry A

---

Entry A
# C9H18N2O3

A single C9H18N2O3 molecule (ωB97M-V/def2-TZVPD, the OMol25 dataset).

ORCA input file:
```
! RIJCOSX wB97M-V def2-TZVPD def2/J DEFGRID3
* xyz 0 1
O -2.703 0.821 0.000
O -1.485 -0.340 -1.526
O -0.044 -2.205 -0.013
N 1.620 -0.703 0.033
N -0.574 0.034 0.498
C 2.122 0.694 -0.201
C 3.316 0.972 0.716
C 2.450 0.919 -1.670
C 2.404 -1.837 -0.361
C -1.613 0.126 -0.421
C -4.640 -0.680 0.229
C -4.021 0.543 -0.390
C 0.319 -1.043 0.144
C -0.578 0.432 1.890
H 2.324 -2.772 0.202
H -0.949 -0.270 2.621
H 1.624 0.656 -2.404
H 3.009 1.010 1.736
H 2.445 1.970 -1.915
H 3.718 2.065 0.457
H 1.412 1.345 0.077
H -3.983 -1.572 0.087
H -4.434 1.488 -0.108
H -1.159 1.488 2.080
H -4.722 -0.482 1.387
H 3.464 0.430 -2.034
H -4.050 0.375 -1.414
H 3.432 -1.429 -0.306
H 2.221 -2.183 -1.495
H 0.542 0.601 2.013
H -5.538 -0.822 -0.327
H 4.072 0.370 0.413
*
```

Values from the calculation:
LUMO energy = 0.771 eV

---

Entry B
# C9H18N2O3

A molecular structure, C9H18N2O3 (ωB97M-V/def2-TZVPD, the OMol25 dataset).

ORCA input file:
```
! RIJCOSX wB97M-V def2-TZVPD def2/J DEFGRID3
* xyz 0 1
O 1.065 -2.767 1.603
O 0.343 -3.562 -0.345
O -2.124 0.416 1.788
N 1.366 1.528 2.082
N -0.107 -0.316 0.932
C 0.995 -0.834 -1.756
C 0.274 -2.632 0.382
C -0.021 1.606 2.251
C 1.174 -0.524 -3.164
C -0.905 2.870 1.948
C -0.462 -1.223 -1.498
C -0.890 0.512 1.664
C -1.444 -0.068 -1.914
C -0.473 -1.411 0.111
H -1.133 2.705 0.626
H 1.424 0.011 -1.071
H 0.940 0.431 -3.597
H 1.645 -1.670 -1.301
H -1.049 0.683 -2.905
H 2.208 -0.498 -3.362
H 0.798 -0.101 0.604
H -0.770 -2.195 -2.007
H -2.390 -0.714 -1.972
H -0.422 3.770 2.267
H 1.694 2.569 1.965
H -1.203 0.701 -0.951
H -1.638 -1.637 0.270
H -2.041 2.796 2.501
H 1.436 1.236 3.201
H 1.204 -1.896 2.121
H 0.836 -1.324 -3.875
H -0.331 1.535 3.403
*
```

Values from the calculation:
LUMO energy = 0.193 eV

---

Quick one: most stable of them? entry A

---

Entry A
# C7H8

A single C7H8 molecule (ωB97M-V/def2-TZVPD, the OMol25 dataset).

ORCA input file:
```
! RIJCOSX wB97M-V def2-TZVPD def2/J DEFGRID3
* xyz 0 1
C -1.470 0.199 0.709
C 2.572 0.671 0.122
C 0.198 1.069 -0.994
C -0.297 -0.049 -0.093
C -0.044 -1.491 -0.455
C 1.243 0.877 0.012
C -2.458 0.377 1.377
H 0.658 0.633 0.998
H 0.465 0.758 -2.003
H -0.405 1.977 -0.969
H 0.115 -2.102 0.438
H 2.831 0.005 0.957
H -3.326 0.540 1.977
H -0.918 -1.890 -0.980
H 0.836 -1.574 -1.096
*
```

Values from the calculation:
LUMO energy (spin up / spin down) = -0.215 / -0.215 eV

---

Entry B
# C7H8

A single C7H8 molecule (ωB97M-V/def2-TZVPD, the OMol25 dataset).

ORCA input file:
```
! RIJCOSX wB97M-V def2-TZVPD def2/J DEFGRID3
* xyz 0 1
C 2.861 -1.601 -0.039
C 1.079 1.318 0.861
C 1.168 1.546 -0.659
C -0.546 -0.402 -0.468
C 0.768 0.180 -0.164
C -0.794 -1.801 -0.023
C 1.968 -0.819 0.029
H -1.692 -2.269 -0.654
H 0.155 1.459 1.420
H 0.305 2.133 -1.104
H 1.987 1.301 1.485
H -0.857 -1.961 1.023
H -1.008 0.187 -1.383
H 0.091 -2.301 -0.302
H 2.172 1.535 -1.064
*
```

Values from the calculation:
LUMO energy (spin up / spin down) = -0.437 / -2.569 eV

---

Quick one: most stable of them? entry A